Computed, not measured: a molecular structure, C20H50N2NiO4Si2 in a non-equilibrium geometry, with the ωB97M-V functional and the def2-TZVPD basis.

Output
Spin multiplicity: 3
Orbital gap (spin up / spin down) (eV): 6.03 / 6.00
Maximum force (eV/A): 4.5
Energy relative to the best compared isomer or geometry (same formula, charge and spin) (kJ/mol): 222.8
⟨S²⟩: 2.012
Net charge: 0

```
79
C20H50N2NiO4Si2 the ωB97M-V functional and the def2-TZVPD basis
O -1.4717 -1.0917 -1.0248
O -2.8468 -1.3779 0.7754
C -2.3259 -0.4362 -1.9940
C -1.7331 -0.3264 -3.4126
H -2.5816 0.5646 -1.6578
H -3.3027 -0.9160 -2.0379
H -0.7913 0.2192 -3.4051
H -2.4142 0.2131 -4.0707
H -1.5558 -1.3035 -3.8604
C -1.3614 -2.5114 -1.3145
C -2.6332 -3.3412 -1.6254
H -0.8604 -2.9635 -0.4630
H -0.7081 -2.6515 -2.1697
H -3.4097 -3.1909 -0.8778
H -2.4002 -4.4055 -1.6383
H -3.0560 -3.0939 -2.5982
C -2.2875 -2.0429 1.9098
C -4.0563 -0.6297 0.8679
C -2.7116 -3.5123 1.9759
H -2.5396 -1.5222 2.8345
H -1.2031 -2.0234 1.8259
H -3.7902 -3.6288 2.0410
H -2.2763 -3.9943 2.8502
H -2.3716 -4.0600 1.0997
C -5.2785 -1.5294 1.0532
H -4.1861 -0.0499 -0.0433
H -3.9997 0.0834 1.6861
H -5.3023 -2.3207 0.3053
H -6.1975 -0.9525 0.9604
H -5.2829 -1.9865 2.0409
H -2.1532 -1.0132 0.0997
Ni 1.5371 1.0497 0.1896
C -0.3956 1.5663 0.6202
Si -1.1776 2.9802 1.6487
H -0.1986 1.7855 -0.4225
H -0.1667 0.6349 1.1250
C -2.7635 3.4951 0.7875
C -0.2528 4.6009 1.8040
C -1.5526 2.4451 3.4032
C 1.8992 -0.3405 -1.3690
Si 2.8041 -1.9339 -0.8663
H 2.7115 0.3646 -1.4722
H 1.5504 -0.4430 -2.3946
C 2.3989 -3.3261 -2.0515
C 2.3255 -2.4485 0.8592
C 4.6516 -1.6834 -0.9745
H -1.9515 1.4350 3.4449
H -2.2770 3.1106 3.8694
H -0.6507 2.4658 4.0120
H -2.6045 3.6189 -0.2822
H -3.1268 4.4441 1.1790
H -3.5638 2.7738 0.9223
H 0.2296 4.9107 0.8829
H 0.4920 4.5502 2.5937
H -0.9379 5.3984 2.0873
H 1.7035 -3.3424 0.8540
H 1.7619 -1.6637 1.3569
H 3.2036 -2.6630 1.4664
H 5.1823 -2.5966 -0.7079
H 4.9892 -0.9046 -0.2992
H 4.9540 -1.4102 -1.9843
H 3.1286 -4.1301 -1.9627
H 2.4143 -2.9821 -3.0849
H 1.4220 -3.7632 -1.8536
C 5.4680 2.2456 0.4378
C 4.0071 2.0141 0.1438
N 3.3190 1.0700 0.6889
O 3.8260 0.2772 1.6100
C 3.2225 2.8688 -0.7666
C 3.7940 4.0232 -1.5487
N 1.9790 2.5452 -0.8353
O 1.1433 3.1631 -1.6468
H 5.8748 1.5047 1.1563
H 5.6016 3.2586 0.8717
H 6.0517 2.1686 -0.5028
H 3.2624 -0.3032 2.1305
H 3.6482 3.8459 -2.6346
H 3.2737 4.9603 -1.2587
H 4.8778 4.1541 -1.3588
```